# 1
{
  "formula": "C48H64MoN5O2PS",
  "method": "the ωB97M-V functional and the def2-TZVPD basis",
  "s2": 2.032,
  "lumo_ev": [-5.751, -6.353],
  "total_charge": 2,
  "homo_energy_ev": [-12.25, -12.48],
  "multiplicity": 3,
  "e_tot_ha": -3099.0478,
  "orbital_gap_ev": [6.4950, 6.1294],
  "relative_energy_kcal_mol": 0.0,
  "symbols": ["Mo", "C", "C", "C", "C", "C", "C", "C", "C", "C", "C", "H", "H", "H", "H", "H", "H", "H", "H", "H", "H", "H", "H", "H", "H", "H", "C", "C", "C", "P", "C", "C", "C", "C", "C", "C", "C", "C", "C", "C", "N", "C", "C", "C", "C", "C", "C", "C", "C", "C", "H", "H", "H", "H", "H", "H", "H", "H", "H", "H", "H", "H", "H", "H", "H", "H", "H", "H", "H", "H", "H", "H", "H", "H", "H", "H", "H", "H", "H", "H", "H", "O", "C", "O", "C", "C", "C", "C", "C", "C", "N", "C", "C", "C", "C", "C", "C", "N", "H", "H", "H", "H", "H", "H", "H", "H", "H", "H", "C", "N", "C", "S", "N", "C", "H", "H", "H", "H", "H", "H", "H", "H"],
  "coordinates": [[0.449, 0.013, 0.992], [1.815, -1.078, 2.693], [1.957, 0.317, 2.923], [2.706, 0.862, 1.838], [2.870, -0.143, 0.865], [2.316, -1.356, 1.392], [2.586, -2.718, 0.838], [3.823, -0.035, -0.277], [3.567, 2.085, 1.916], [1.658, 1.035, 4.200], [1.617, -2.082, 3.786], [2.009, -2.926, -0.056], [2.355, -3.486, 1.573], [3.644, -2.804, 0.582], [3.804, 0.955, -0.730], [3.642, -0.782, -1.043], [4.834, -0.202, 0.111], [3.708, 2.588, 0.958], [4.555, 1.743, 2.242], [3.217, 2.800, 2.657], [1.354, 2.067, 4.021], [2.551, 1.063, 4.830], [0.872, 0.541, 4.767], [1.267, -3.047, 3.432], [0.940, -1.731, 4.560], [2.594, -2.228, 4.255], [2.500, 0.163, -3.462], [1.432, -0.796, -2.914], [1.962, -2.195, -2.614], [0.309, -0.074, -1.614], [-0.146, 1.508, -2.490], [-0.878, 1.342, -3.824], [-0.848, 2.572, -1.656], [-1.026, -1.292, -1.615], [-1.719, -1.640, -2.782], [-2.737, -2.574, -2.786], [-3.457, -2.958, -4.048], [-3.073, -3.154, -1.561], [-2.388, -2.852, -0.407], [-1.320, -1.941, -0.414], [-0.564, -1.682, 0.769], [-0.729, -2.670, 1.813], [-0.438, -4.021, 1.540], [0.064, -4.555, 0.219], [-0.660, -4.978, 2.524], [-1.185, -4.667, 3.767], [-1.443, -5.720, 4.805], [-1.448, -3.329, 4.023], [-1.213, -2.325, 3.091], [-1.433, -0.925, 3.620], [3.345, -0.411, -3.843], [2.877, 0.868, -2.726], [2.109, 0.754, -4.291], [0.688, -0.934, -3.703], [2.806, -2.190, -1.927], [2.312, -2.640, -3.546], [1.184, -2.846, -2.214], [0.855, 1.902, -2.697], [-1.902, 0.996, -3.680], [-0.379, 0.670, -4.521], [-0.930, 2.319, -4.306], [-1.856, 2.282, -1.364], [-0.927, 3.478, -2.258], [-0.278, 2.827, -0.771], [-1.455, -1.173, -3.721], [-3.265, -2.248, -4.851], [-4.535, -3.013, -3.886], [-3.140, -3.944, -4.391], [-3.891, -3.864, -1.512], [-2.686, -3.325, 0.517], [0.294, -3.788, -0.511], [-0.691, -5.207, -0.224], [0.958, -5.160, 0.380], [-0.429, -6.012, 2.292], [-1.200, -6.713, 4.431], [-2.491, -5.718, 5.108], [-0.846, -5.540, 5.700], [-1.822, -3.046, 5.001], [-1.061, -0.870, 4.643], [-2.484, -0.648, 3.668], [-0.918, -0.141, 3.065], [-7.299, -2.006, -2.055], [-6.969, -1.940, -0.751], [-7.657, -2.460, 0.075], [-5.698, -1.220, -0.386], [-5.258, -1.361, 0.923], [-4.088, -0.756, 1.346], [-3.337, -0.004, 0.451], [-3.779, 0.163, -0.853], [-4.956, -0.437, -1.264], [-2.130, 0.679, 0.864], [-2.347, 1.694, 1.591], [-1.250, 2.599, 1.923], [-1.538, 3.812, 2.515], [-0.550, 4.786, 2.590], [0.666, 4.510, 2.003], [0.883, 3.255, 1.450], [-0.022, 2.276, 1.455], [-6.643, -1.575, -2.614], [-5.853, -1.954, 1.605], [-3.760, -0.893, 2.363], [-3.206, 0.757, -1.550], [-5.279, -0.262, -2.284], [-3.353, 1.984, 1.897], [-2.541, 3.999, 2.878], [-0.748, 5.743, 3.054], [1.461, 5.241, 1.961], [1.810, 3.054, 0.951], [3.517, 7.300, -2.581], [2.885, 5.992, -2.410], [3.499, 4.803, -2.342], [2.753, 3.505, -1.521], [4.689, 4.624, -2.924], [5.267, 5.394, -4.023], [2.845, 8.046, -2.168], [3.692, 7.546, -3.625], [4.457, 7.348, -2.032], [1.980, 5.984, -1.971], [5.073, 3.708, -2.762], [4.496, 5.677, -4.737], [5.982, 4.754, -4.532], [5.793, 6.283, -3.680]],
  "forces_ev_per_angstrom": [[0.68, -0.25, -0.14], [0.01, -0.01, 0.15], [-0.08, 0.02, -0.02], [-0.06, -0.02, -0.02], [-0.11, 0.05, 0.03], [0.00, -0.08, 0.06], [-0.01, 0.02, -0.02], [0.01, -0.02, -0.05], [-0.01, 0.01, -0.01], [0.00, 0.01, -0.01], [0.01, -0.01, 0.00], [0.09, 0.04, 0.04], [-0.01, 0.01, -0.02], [0.01, 0.00, 0.02], [0.00, 0.00, -0.01], [0.02, 0.09, 0.05], [0.00, -0.01, -0.01], [0.00, -0.01, 0.00], [0.00, 0.00, 0.01], [-0.01, 0.01, -0.01], [0.00, 0.00, 0.00], [0.00, 0.00, 0.00], [-0.01, 0.00, 0.00], [0.02, 0.01, 0.00], [0.02, 0.00, 0.00], [0.00, 0.00, 0.00], [0.01, -0.03, -0.01], [-0.01, 0.00, 0.01], [0.03, 0.00, 0.01], [-0.15, 0.13, 0.01], [0.02, 0.01, 0.01], [0.02, 0.00, 0.00], [0.00, 0.00, 0.00], [0.01, 0.00, -0.02], [0.02, 0.01, 0.01], [-0.01, -0.01, 0.01], [0.00, 0.00, -0.01], [-0.01, 0.00, -0.01], [0.07, 0.01, 0.05], [-0.04, -0.03, 0.01], [-0.08, 0.24, 0.01], [0.03, -0.01, -0.03], [-0.02, -0.01, -0.01], [-0.06, -0.01, -0.02], [0.02, -0.01, -0.01], [-0.01, 0.01, 0.01], [0.00, 0.00, 0.00], [-0.02, -0.02, -0.01], [-0.05, 0.00, -0.04], [0.01, 0.03, -0.01], [-0.01, -0.01, -0.01], [0.04, 0.01, 0.06], [0.00, 0.01, 0.01], [-0.01, -0.03, -0.01], [-0.06, -0.04, -0.04], [0.00, -0.01, 0.00], [-0.01, 0.01, -0.01], [-0.03, 0.00, 0.01], [-0.01, 0.00, 0.00], [0.00, -0.03, 0.00], [0.01, 0.00, 0.00], [-0.01, -0.02, 0.02], [-0.01, 0.00, -0.01], [-0.02, 0.01, -0.05], [0.00, 0.01, -0.01], [0.00, 0.00, 0.00], [0.00, 0.00, 0.00], [0.00, 0.00, 0.00], [0.00, 0.00, 0.00], [0.01, -0.02, 0.03], [-0.04, -0.01, 0.02], [-0.01, 0.00, -0.01], [-0.02, 0.00, -0.01], [0.00, 0.00, 0.00], [0.00, 0.00, 0.00], [0.00, 0.00, 0.00], [0.00, 0.00, 0.00], [0.00, 0.00, 0.00], [-0.01, 0.00, 0.00], [0.00, -0.02, 0.02], [0.01, 0.01, -0.05], [0.00, 0.00, 0.01], [0.01, -0.02, -0.01], [0.00, 0.00, 0.00], [-0.01, 0.01, -0.01], [0.01, 0.01, 0.01], [-0.01, -0.01, 0.00], [0.06, 0.01, 0.01], [0.01, 0.00, -0.01], [0.00, -0.01, 0.01], [-0.25, 0.05, -0.04], [0.05, -0.05, 0.04], [0.04, 0.00, 0.02], [0.01, 0.02, 0.00], [0.00, 0.00, 0.01], [0.01, -0.01, 0.00], [-0.03, -0.04, -0.02], [-0.09, -0.06, 0.06], [-0.01, 0.01, 0.00], [0.00, 0.00, 0.00], [0.00, 0.02, -0.01], [0.01, 0.01, 0.00], [0.01, 0.00, 0.00], [0.00, 0.00, 0.02], [0.00, 0.00, 0.00], [0.00, 0.00, 0.00], [-0.01, 0.01, -0.01], [0.00, 0.01, -0.05], [0.00, 0.00, 0.00], [0.01, -0.02, 0.01], [0.03, -0.03, -0.02], [-0.02, 0.06, 0.02], [0.03, 0.02, 0.03], [-0.01, -0.01, -0.01], [0.00, 0.00, 0.01], [0.00, 0.00, 0.00], [0.00, -0.01, 0.00], [-0.01, 0.00, -0.02], [0.00, 0.00, 0.00], [0.00, 0.00, 0.00], [0.00, 0.00, 0.00], [0.00, 0.00, 0.00]]
}

# 2
{
  "formula": "C48H67N5O5PSiSr",
  "method": "the ωB97M-V functional and the def2-TZVPD basis",
  "lumo_ev": 2.260,
  "total_charge": -1,
  "homo_energy_ev": -4.19,
  "e_tot_ha": -3181.1139,
  "orbital_gap_ev": 6.4459,
  "relative_energy_kcal_mol": 0.0,
  "symbols": ["Sr", "O", "C", "O", "C", "C", "C", "C", "C", "N", "C", "O", "O", "H", "H", "H", "H", "N", "C", "C", "C", "N", "H", "H", "H", "H", "H", "H", "H", "H", "H", "H", "N", "P", "C", "C", "C", "C", "C", "C", "C", "C", "C", "C", "C", "C", "C", "C", "C", "C", "C", "N", "H", "H", "H", "H", "H", "H", "H", "H", "H", "H", "H", "H", "H", "H", "H", "C", "C", "C", "C", "C", "C", "C", "C", "C", "C", "C", "C", "O", "H", "H", "H", "H", "H", "H", "H", "H", "H", "H", "H", "H", "H", "H", "H", "H", "H", "C", "Si", "C", "C", "C", "C", "C", "C", "C", "C", "H", "H", "H", "H", "H", "H", "H", "H", "H", "H", "H", "H", "H", "H", "H", "H", "H", "H", "H", "H", "H"],
  "coordinates": [[-1.270, 0.271, -0.337], [-0.224, 3.485, 2.096], [0.065, 2.366, 1.248], [1.231, 2.736, 0.421], [0.488, 1.215, 2.089], [0.635, 1.183, 3.482], [0.950, -0.019, 4.089], [1.029, -1.191, 3.337], [0.788, -1.091, 1.979], [0.598, 0.082, 1.381], [0.468, -2.305, 1.106], [0.920, -3.412, 1.411], [-0.328, -2.034, 0.151], [-1.076, 3.811, 1.808], [0.495, 2.090, 4.052], [1.093, -0.058, 5.163], [1.191, -2.163, 3.780], [0.782, 0.779, -2.016], [1.011, 1.916, -2.902], [-0.071, 2.083, -3.965], [-1.341, 2.760, -3.471], [-2.095, 1.897, -2.558], [1.310, 0.905, -1.154], [1.071, -0.096, -2.444], [1.981, 1.846, -3.413], [1.045, 2.810, -2.278], [-0.314, 1.105, -4.398], [0.334, 2.689, -4.780], [-1.945, 3.062, -4.337], [-1.074, 3.673, -2.932], [-2.439, 1.093, -3.075], [-2.924, 2.375, -2.219], [0.638, -3.535, -2.158], [-0.710, -2.582, -2.658], [-0.647, -2.793, -4.481], [0.018, -3.835, -5.118], [0.016, -3.928, -6.501], [-0.658, -2.983, -7.265], [-1.322, -1.937, -6.640], [-1.304, -1.841, -5.254], [-2.033, -3.790, -2.231], [-2.957, -4.239, -3.173], [-4.025, -5.038, -2.789], [-4.186, -5.399, -1.460], [-3.274, -4.954, -0.515], [-2.209, -4.151, -0.892], [1.895, -2.977, -2.077], [2.864, -3.497, -1.202], [4.115, -2.931, -1.207], [4.389, -1.864, -2.066], [3.364, -1.411, -2.865], [2.139, -1.948, -2.885], [0.438, -4.223, -1.446], [0.546, -4.567, -4.519], [0.542, -4.741, -6.988], [-0.660, -3.058, -8.345], [-1.844, -1.193, -7.229], [-1.814, -1.018, -4.762], [-2.853, -3.964, -4.215], [-4.736, -5.374, -3.535], [-5.030, -6.007, -1.158], [-3.409, -5.201, 0.530], [-1.529, -3.761, -0.142], [2.597, -4.278, -0.505], [4.874, -3.300, -0.528], [5.358, -1.387, -2.090], [3.516, -0.563, -3.526], [-4.387, 1.067, 2.796], [-4.002, -0.412, 2.886], [-2.488, -0.570, 3.003], [-4.636, -1.250, 1.792], [-5.426, -2.324, 2.178], [-6.116, -3.103, 1.260], [-6.041, -2.745, -0.075], [-5.265, -1.680, -0.517], [-5.420, -1.293, -1.977], [-6.426, -0.141, -2.093], [-4.144, -0.920, -2.725], [-4.474, -0.940, 0.410], [-3.646, -0.003, 0.016], [-3.961, 1.625, 3.635], [-5.472, 1.187, 2.818], [-4.016, 1.497, 1.866], [-4.422, -0.795, 3.823], [-1.967, -0.015, 2.223], [-2.184, -1.616, 2.941], [-2.130, -0.161, 3.951], [-5.507, -2.548, 3.238], [-6.714, -3.947, 1.581], [-6.604, -3.308, -0.814], [-5.848, -2.167, -2.479], [-6.048, 0.730, -1.553], [-7.387, -0.417, -1.656], [-6.587, 0.142, -3.138], [-3.818, 0.055, -2.376], [-4.333, -0.881, -3.803], [-3.344, -1.638, -2.539], [2.796, 3.637, 2.804], [2.612, 3.486, 0.941], [4.088, 2.412, 0.364], [5.392, 2.816, 1.067], [4.309, 2.446, -1.149], [3.778, 0.962, 0.768], [2.588, 5.259, 0.220], [3.973, 5.912, 0.215], [1.655, 6.112, 1.090], [2.027, 5.265, -1.205], [3.644, 4.284, 3.049], [2.977, 2.661, 3.258], [1.893, 4.051, 3.251], [5.682, 3.848, 0.866], [6.209, 2.171, 0.720], [5.317, 2.694, 2.149], [4.632, 3.431, -1.498], [3.402, 2.179, -1.692], [5.088, 1.726, -1.431], [3.561, 0.865, 1.835], [4.643, 0.324, 0.547], [2.920, 0.557, 0.231], [4.421, 5.926, 1.212], [3.891, 6.952, -0.123], [4.665, 5.403, -0.459], [2.014, 6.193, 2.118], [0.651, 5.689, 1.127], [1.591, 7.127, 0.677], [2.645, 4.688, -1.898], [1.975, 6.294, -1.582], [1.019, 4.848, -1.222]],
  "forces_ev_per_angstrom": [[-0.15, 0.08, -0.26], [-0.02, 0.00, 0.01], [0.14, 0.00, 0.06], [-0.02, 0.00, -0.06], [0.02, 0.01, -0.05], [-0.02, -0.03, 0.02], [0.00, 0.00, -0.01], [0.01, 0.01, 0.00], [0.00, 0.00, 0.02], [-0.07, -0.06, 0.12], [0.02, 0.01, 0.06], [0.04, -0.01, -0.08], [0.08, 0.12, 0.02], [0.00, 0.00, 0.00], [0.00, -0.01, 0.00], [0.00, 0.00, 0.00], [0.00, 0.00, 0.01], [-0.07, 0.00, 0.15], [0.05, -0.03, -0.05], [0.00, 0.02, 0.01], [0.03, -0.01, 0.04], [-0.10, -0.08, 0.08], [0.11, 0.02, -0.06], [0.01, 0.01, 0.00], [0.02, -0.02, 0.02], [-0.01, 0.05, 0.02], [0.00, 0.00, 0.00], [0.00, 0.00, 0.00], [0.00, 0.01, 0.01], [0.01, -0.01, 0.01], [0.02, 0.04, -0.03], [-0.01, -0.01, 0.01], [0.19, -0.16, -0.03], [-0.10, 0.06, -0.06], [-0.02, -0.01, 0.02], [0.01, 0.00, 0.00], [-0.01, 0.01, 0.00], [0.01, -0.01, -0.01], [0.01, -0.01, 0.01], [-0.02, 0.00, 0.00], [0.00, 0.00, -0.03], [0.04, -0.06, -0.02], [-0.01, -0.01, 0.00], [0.00, 0.01, -0.01], [0.00, -0.01, -0.01], [-0.01, 0.02, 0.05], [-0.09, -0.04, -0.02], [0.01, 0.05, 0.04], [-0.01, 0.00, 0.01], [0.01, 0.01, 0.00], [0.00, -0.01, 0.00], [0.02, 0.07, -0.01], [-0.04, 0.07, 0.12], [-0.01, 0.00, 0.01], [0.00, 0.00, 0.00], [0.00, 0.00, 0.00], [0.00, 0.00, 0.00], [0.00, -0.01, -0.01], [0.01, 0.01, 0.00], [0.00, 0.00, 0.00], [0.00, 0.00, 0.00], [0.00, 0.00, 0.00], [-0.01, -0.05, -0.04], [-0.03, -0.03, 0.02], [0.00, 0.01, 0.00], [0.00, 0.00, 0.01], [0.00, 0.00, 0.00], [0.00, 0.00, 0.00], [0.01, 0.00, 0.01], [0.00, -0.02, -0.01], [0.01, 0.01, 0.00], [-0.01, 0.00, -0.01], [0.00, 0.00, 0.01], [0.02, 0.00, -0.02], [0.02, -0.04, 0.00], [-0.01, 0.05, 0.03], [0.00, 0.01, -0.01], [0.06, -0.08, 0.05], [-0.04, -0.04, -0.04], [0.05, 0.00, -0.02], [0.00, 0.00, 0.00], [0.00, 0.00, 0.00], [0.00, 0.00, 0.00], [0.00, 0.00, 0.00], [-0.03, 0.01, 0.00], [-0.01, 0.00, -0.01], [0.00, -0.01, 0.00], [0.00, 0.00, 0.00], [-0.01, 0.00, 0.00], [0.00, 0.00, 0.01], [0.00, 0.01, 0.00], [0.00, 0.00, 0.00], [0.00, 0.00, 0.00], [0.00, 0.00, 0.00], [-0.02, 0.00, 0.00], [0.01, 0.00, 0.00], [-0.11, 0.09, -0.01], [-0.03, -0.04, 0.02], [0.01, 0.00, 0.03], [-0.02, -0.02, 0.01], [-0.01, 0.00, 0.01], [0.02, 0.02, -0.03], [0.02, -0.01, -0.01], [0.03, 0.01, -0.01], [0.00, 0.00, 0.01], [-0.02, 0.00, 0.00], [-0.01, -0.01, 0.00], [0.00, 0.02, -0.02], [0.03, 0.02, 0.01], [0.00, 0.01, -0.01], [0.00, 0.02, -0.02], [0.00, 0.00, 0.00], [0.00, 0.00, 0.00], [-0.01, -0.01, 0.00], [-0.03, -0.01, -0.03], [-0.01, 0.00, 0.00], [0.00, 0.00, 0.00], [0.01, -0.01, -0.01], [0.01, 0.01, 0.01], [0.00, 0.00, 0.00], [0.00, 0.00, 0.01], [0.01, 0.00, 0.00], [0.02, 0.01, -0.01], [0.01, 0.00, 0.01], [-0.01, 0.00, -0.01], [0.00, -0.01, 0.00], [0.01, 0.00, 0.00], [0.00, -0.01, -0.02]]
}